(1)
Formula: C5H6O
Source: the Open Molecules 2025 dataset
Level of theory: ωB97M-V with the def2-TZVPD basis set

Values from the calculation:
E_HOMO = -8.3 eV
Frontier orbital gap = 0.33631 Eh
Net charge = 0
SMILES = C#C[C@]1(C)CO1
Energy above the lowest of the compared OMol25 structures with the same formula, charge and spin = 4.9018 eV

Positions of all 12 atoms, in Å:
1 C 2.30485 -0.71208 -0.25477
2 C 1.20295 -0.34878 0.08299
3 C -0.17202 0.03116 0.21644
4 C -1.22578 -1.09734 0.18061
5 C -0.12861 1.73951 -0.18474
6 O -0.66622 1.11897 0.91128
7 H 3.30081 -0.98813 -0.51680
8 H -0.77014 -2.09667 0.22127
9 H -1.90154 -1.06785 -0.67764
10 H -1.85326 -0.99482 1.08196
11 H -0.56488 1.79274 -1.17076
12 H 0.47385 2.62330 0.11016

---

(2)
Formula: C3H5NO
Source: the Open Molecules 2025 dataset
Level of theory: ωB97M-V with the def2-TZVPD basis set

Values from the calculation:
E_HOMO = -9.8 eV
Frontier orbital gap = 0.39415 Eh
Net charge = 0
Energy above the lowest of the compared OMol25 structures with the same formula, charge and spin = 3.5167 eV

Positions of all 10 atoms, in Å:
1 N -2.07877 0.40601 0.50221
2 C -0.97876 0.42431 -0.02035
3 C 0.40821 0.82587 -0.26935
4 C 0.82013 -0.64041 0.04007
5 O -0.41905 -1.26863 -0.18079
6 H -1.84241 -0.70800 0.44198
7 H 0.75905 1.62940 0.38642
8 H 0.56477 1.08418 -1.31950
9 H 1.18707 -0.74488 1.07013
10 H 1.57975 -1.00784 -0.65082

---

(3)
Formula: C4H9OP3
Source: the Open Molecules 2025 dataset
Level of theory: ωB97M-V with the def2-TZVPD basis set

Values from the calculation:
E_HOMO (spin up / spin down) = -7.0 / -8.9 eV
Frontier orbital gap (spin up / spin down) = 0.24444 / 0.31959 Eh
Net charge = 0
Energy above the lowest of the compared OMol25 structures with the same formula, charge and spin = 4.2623 eV

Positions of all 17 atoms, in Å:
1 C -2.10584 1.17290 0.85710
2 C 2.17726 0.09855 -0.57952
3 C 1.42431 -0.56453 0.55162
4 C 0.41415 -1.66666 0.09607
5 O -0.39499 -1.19112 -1.09069
6 P -2.42106 -0.39909 1.33830
7 P -1.53734 1.75354 -0.69219
8 P -1.84677 -0.51866 -0.90526
9 H -3.42213 3.35897 1.64294
10 H 2.94119 0.92056 -0.36655
11 H 2.67942 -0.72173 -0.95649
12 H 1.40473 0.51411 -1.39073
13 H 0.89859 0.21545 1.03370
14 H 2.04182 -1.00154 1.32462
15 H 0.82055 -2.49738 -0.44355
16 H -0.37287 -1.84341 0.86897
17 H -2.70102 2.37005 -1.28834

---

(4)
Formula: C48H138N8O25
Source: the Open Molecules 2025 dataset
Level of theory: ωB97M-V with the def2-TZVPD basis set

Values from the calculation:
E_HOMO = -8.6 eV
Frontier orbital gap = 0.32367 Eh
Net charge = 0
Energy above the lowest of the compared OMol25 structures with the same formula, charge and spin = 7.0664 eV

Positions of all 219 atoms, in Å:
1 C 17.23143 -0.68464 4.17817
2 O 15.98920 -1.25106 4.65126
3 C 15.98238 -1.15551 6.10141
4 C 14.58374 -1.78759 6.58897
5 N 13.45597 -1.05670 6.08139
6 C 12.16580 -1.52889 6.63515
7 C 11.00624 -0.62361 6.18624
8 O 10.44092 -0.90420 4.89898
9 C 9.35256 -0.06672 4.57934
10 H 17.22119 -0.77114 3.09166
11 H 18.10927 -1.24812 4.49440
12 H 17.39696 0.37991 4.34380
13 H 16.08756 -0.15014 6.50919
14 H 16.79064 -1.82569 6.39408
15 H 14.65134 -1.68697 7.67220
16 H 14.69187 -2.83466 6.30602
17 H 13.42318 -1.20809 5.08334
18 H 12.25124 -1.49642 7.72131
19 H 11.97526 -2.59868 6.54940
20 H 11.34429 0.41249 6.20420
21 H 10.25566 -0.67375 6.97506
22 H 8.53688 -0.11981 5.30040
23 H 8.92200 -0.35594 3.62065
24 H 9.81001 0.92200 4.54372
25 C -7.36713 2.90752 10.65715
26 O -8.13521 3.68922 9.79272
27 C -7.67732 5.03104 9.68772
28 C -8.69434 5.80202 8.75705
29 N -8.68420 5.47132 7.38249
30 C -7.36291 5.87867 6.79736
31 C -7.50365 5.48131 5.38562
32 O -7.10192 4.11719 5.16676
33 C -7.08585 3.63562 3.85114
34 H -6.29051 2.93417 10.48902
35 H -7.69130 1.86739 10.69093
36 H -7.48458 3.21359 11.69668
37 H -6.69049 5.15664 9.24217
38 H -7.71862 5.54853 10.64616
39 H -8.54513 6.88054 8.80829
40 H -9.70194 5.54068 9.08041
41 H -8.87444 4.48086 7.43631
42 H -6.52746 5.29281 7.18063
43 H -7.12782 6.92336 7.00098
44 H -6.80520 6.14739 4.87904
45 H -8.44318 5.80288 4.93619
46 H -6.49990 2.71653 3.84412
47 H -6.60116 4.36395 3.20098
48 H -8.13611 3.52535 3.58118
49 C 0.33505 2.84965 1.16744
50 O 0.48781 1.81216 0.16645
51 C 0.18045 2.17850 -1.22148
52 C 0.25285 0.92925 -2.04248
53 N 0.12280 1.26140 -3.46753
54 C -0.03063 0.06088 -4.27661
55 C -0.28044 0.31541 -5.71106
56 O -1.07112 1.45057 -6.01753
57 C -1.25262 1.71350 -7.38319
58 H -0.71312 2.81566 1.46459
59 H 0.55957 3.83884 0.76844
60 H 0.87431 2.63461 2.08997
61 H 0.87001 2.97972 -1.48727
62 H -0.84467 2.54096 -1.29806
63 H -0.52746 0.26688 -1.66766
64 H 1.23503 0.47176 -1.92357
65 H -0.64534 1.90798 -3.57700
66 H -0.86918 -0.51346 -3.88281
67 H 0.76423 -0.65536 -4.06856
68 H -0.72974 -0.56419 -6.17208
69 H 0.67335 0.47100 -6.21521
70 H -2.15219 2.27562 -7.63401
71 H -1.22801 0.93014 -8.14070
72 H -0.56007 2.48086 -7.72907
73 C -4.34050 6.66128 -14.79292
74 O -4.20371 7.04534 -13.49081
75 C -3.70187 8.35962 -13.36222
76 C -2.29970 8.67021 -13.83819
77 N -1.36198 7.98760 -12.98900
78 C -0.00393 8.56914 -13.05516
79 C 1.15395 7.56175 -12.76022
80 O 1.20109 6.61169 -13.81906
81 C 2.10888 7.02933 -14.83934
82 H -3.47163 6.32817 -15.36053
83 H -4.96787 7.31503 -15.39883
84 H -4.93340 5.74671 -14.78059
85 H -3.92807 8.66783 -12.34146
86 H -4.41143 8.98721 -13.90143
87 H -2.15211 9.74089 -13.69705
88 H -2.21756 8.44837 -14.90222
89 H -1.16463 7.11830 -13.46385
90 H 0.03941 9.43027 -12.38832
91 H 0.14139 8.98029 -14.05412
92 H 0.97974 6.84250 -11.95995
93 H 2.09013 8.08615 -12.56870
94 H 1.99526 6.37092 -15.70054
95 H 3.15542 7.03263 -14.53464
96 H 1.88870 8.07270 -15.06522
97 C -4.53077 -10.84330 2.24120
98 O -3.38105 -9.94874 2.09327
99 C -3.17986 -9.63188 0.74740
100 C -1.82032 -8.87663 0.60342
101 N -1.51143 -7.94555 1.69114
102 C -2.35133 -6.73671 1.52171
103 C -2.04284 -5.65093 2.67277
104 O -2.62704 -6.04629 3.90266
105 C -2.40683 -5.12209 4.98172
106 H -4.49989 -11.34639 3.20765
107 H -4.70662 -11.58594 1.46294
108 H -5.46868 -10.28874 2.21135
109 H -4.01928 -9.02700 0.40451
110 H -3.16357 -10.53190 0.13274
111 H -1.92640 -8.38990 -0.36608
112 H -0.99289 -9.56483 0.43071
113 H -1.93541 -8.53476 2.39340
114 H -3.40945 -6.99445 1.56698
115 H -2.10533 -6.33168 0.54011
116 H -2.59372 -4.74301 2.42713
117 H -1.00631 -5.31987 2.73675
118 H -1.34800 -4.88853 5.09324
119 H -2.73162 -5.45611 5.96713
120 H -3.05479 -4.25617 4.84597
121 C 2.52896 -11.76943 -6.17348
122 O 2.37619 -10.54578 -6.90673
123 C 2.68783 -9.32909 -6.21054
124 C 2.49329 -8.03426 -7.05406
125 N 1.10067 -7.69896 -7.35279
126 C 0.23398 -8.68209 -8.02748
127 C -1.18937 -8.14388 -8.24418
128 O -1.03550 -7.10106 -9.25231
129 C -2.24624 -6.31737 -9.20029
130 H 3.52338 -11.87991 -5.74103
131 H 2.43357 -12.62941 -6.83639
132 H 1.78617 -11.87659 -5.38300
133 H 3.76184 -9.31100 -6.02540
134 H 2.21802 -9.05317 -5.26648
135 H 2.99435 -8.21606 -8.00484
136 H 2.83869 -7.14505 -6.52669
137 H 1.08064 -6.91331 -7.98718
138 H 0.09885 -9.48977 -7.30812
139 H 0.64647 -9.03027 -8.97444
140 H -1.54619 -7.78742 -7.27789
141 H -1.87383 -8.92766 -8.56869
142 H -2.11379 -5.64222 -10.04570
143 H -2.49343 -5.82732 -8.25857
144 H -3.13540 -6.88421 -9.47631
145 C -7.70363 -1.60896 -2.48141
146 O -8.55385 -2.52046 -1.85578
147 C -8.27876 -3.89664 -2.20931
148 C -8.94731 -4.77016 -1.21736
149 N -8.29076 -4.49503 0.08292
150 C -8.92782 -5.16909 1.21234
151 C -8.44957 -4.44011 2.52137
152 O -9.42854 -3.39337 2.80342
153 C -9.17858 -2.65648 3.98312
154 H -7.96100 -1.41101 -3.52193
155 H -6.64024 -1.83977 -2.41827
156 H -7.79361 -0.60516 -2.06619
157 H -7.20309 -4.00930 -2.07392
158 H -8.59879 -4.11011 -3.22917
159 H -8.75323 -5.81478 -1.46066
160 H -9.99094 -4.49325 -1.06825
161 H -8.48536 -3.51774 0.24768
162 H -8.78683 -6.24911 1.25442
163 H -10.01772 -5.15414 1.21200
164 H -7.45399 -4.02126 2.37485
165 H -8.45850 -5.18375 3.31826
166 H -8.67104 -1.73774 3.68913
167 H -8.70666 -3.21296 4.79289
168 H -10.09957 -2.34757 4.47754
169 C 2.26289 2.98667 12.48054
170 O 3.51962 2.29276 12.73900
171 C 3.36927 0.93378 13.13783
172 C 4.70029 0.20986 13.30942
173 N 5.48032 0.91394 14.31842
174 C 6.89605 0.45232 14.23264
175 C 7.85499 1.24783 15.19657
176 O 7.93033 2.57437 14.58588
177 C 8.88098 3.42985 15.26103
178 H 2.28254 4.06861 12.34965
179 H 1.57511 2.84052 13.31343
180 H 1.86930 2.54929 11.56300
181 H 2.93060 0.35723 12.32342
182 H 2.75425 0.82611 14.03129
183 H 5.25092 0.33800 12.37750
184 H 4.44715 -0.82938 13.51919
185 H 5.31578 1.90515 14.21579
186 H 7.25292 0.70145 13.23330
187 H 6.88388 -0.62968 14.36395
188 H 8.82824 0.75765 15.17190
189 H 7.51551 1.22704 16.23215
190 H 9.79752 2.89264 15.50487
191 H 8.43020 3.72653 16.20806
192 H 9.20166 4.30631 14.69795
193 O 1.48617 7.87616 -2.70452
194 H 2.15195 7.19988 -2.57948
195 H 1.05186 7.63688 -3.52327
196 O 2.92214 3.97971 -6.51017
197 H 2.16008 4.42375 -6.88210
198 H 2.55387 3.34603 -5.89449
199 O 5.43324 4.79363 9.06810
200 H 5.06073 4.49843 9.89896
201 H 6.36683 4.90285 9.24900
202 O 5.98740 1.80943 -9.68462
203 H 5.45135 2.32950 -9.08596
204 H 6.39048 1.14286 -9.12834
205 O -0.61126 1.39632 -16.25214
206 H 0.23272 1.40972 -15.80074
207 H -0.38656 1.31032 -17.17860
208 O -4.06722 4.33060 -5.50018
209 H -4.89511 4.38409 -5.97764
210 H -3.49504 3.81546 -6.06894
211 O -7.62335 4.59737 -8.79761
212 H -7.60144 4.92214 -9.69774
213 H -8.54378 4.38643 -8.64091
214 O 2.15771 8.79957 8.20885
215 H 2.65366 9.43648 7.69446
216 H 2.67901 7.99796 8.16551
217 O -0.85713 7.32813 -7.25456
218 H -1.23873 7.64799 -8.07206
219 H -1.59791 6.96315 -6.77057

---

(5)
Formula: C5H4BrIO2
Source: the Open Molecules 2025 dataset
Level of theory: ωB97M-V with the def2-TZVPD basis set

Values from the calculation:
E_HOMO (spin up / spin down) = -8.2 / -7.6 eV
Frontier orbital gap (spin up / spin down) = 0.29432 / 0.27726 Eh
Net charge = 0
Energy above the lowest of the compared OMol25 structures with the same formula, charge and spin = 2.2099 eV

Positions of all 13 atoms, in Å:
1 C -1.18500 -0.39411 1.01041
2 C -1.47556 0.72113 0.32535
3 C 1.11641 -0.54985 -2.09980
4 C 0.29331 -0.50973 1.07561
5 C 0.69655 0.62548 0.19741
6 O 1.25643 -1.72607 -1.94666
7 O -0.39190 1.40681 -0.09072
8 Br -3.20966 1.27071 -0.15600
9 I 2.33774 2.05553 0.40659
10 H -2.02736 -1.11033 1.29336
11 H 1.25485 0.00350 -3.06493
12 H 0.67704 -0.26701 2.16399
13 H 0.65716 -1.52607 0.88541

---

(6)
Formula: C4H4O
Source: the Open Molecules 2025 dataset
Level of theory: ωB97M-V with the def2-TZVPD basis set

Values from the calculation:
E_HOMO = -10.0 eV
Frontier orbital gap = 0.40369 Eh
Net charge = 0
SMILES = C#CCC=O
Energy above the lowest of the compared OMol25 structures with the same formula, charge and spin = 1.5463 eV

Positions of all 9 atoms, in Å:
1 C -0.77108 1.76280 0.73313
2 C -0.25623 0.99438 -0.03756
3 C 0.35538 -0.12558 -0.75363
4 C 0.24572 -1.31600 0.19416
5 O 1.17388 -2.01230 0.51126
6 H -1.20581 2.44622 1.42848
7 H -0.17350 -0.34526 -1.69116
8 H 1.40794 0.05469 -0.99151
9 H -0.77629 -1.45898 0.60683

---

(7)
Formula: C3H9S3
Source: the Open Molecules 2025 dataset
Level of theory: ωB97M-V with the def2-TZVPD basis set

Values from the calculation:
E_HOMO = -2.4 eV
Frontier orbital gap = 0.19098 Eh
Net charge = -1
Energy above the lowest of the compared OMol25 structures with the same formula, charge and spin = 0.5082 eV

Positions of all 15 atoms, in Å:
1 C -2.08137 1.02635 -1.05193
2 S -1.36428 -0.26999 -2.12428
3 H -1.39237 1.84712 -0.81015
4 H -2.94667 1.48343 -1.53941
5 H -2.39704 0.59767 -0.09729
6 C 1.65547 -0.39124 -0.83116
7 C 0.88524 -0.82532 0.39787
8 S 1.49520 0.13629 1.83152
9 S 0.36362 -0.56702 3.40013
10 H 2.71220 -0.22035 -0.60025
11 H 1.21884 0.52133 -1.23329
12 H 1.52153 -1.12996 -1.61681
13 H 1.11337 -1.86402 0.64894
14 H -0.18899 -0.71579 0.27190
15 H -0.59476 0.37150 3.35422

---

(8)
Formula: C16H34O7S
Source: the Open Molecules 2025 dataset
Level of theory: ωB97M-V with the def2-TZVPD basis set

Values from the calculation:
E_HOMO = -10.0 eV
Frontier orbital gap = 0.38199 Eh
Net charge = 0
SMILES = C#CC[C@H]1C[C@@H](O)CS(=O)(=O)O1.CC(C)O.CC(C)O.CC(C)O

Positions of all 58 atoms, in Å:
1 C -1.90601 1.22924 5.53600
2 C -1.57508 1.28116 4.39075
3 C -1.41007 1.25579 2.94023
4 C -2.58971 1.94902 2.16785
5 C -3.95027 1.77125 2.84570
6 C -4.52768 3.03522 3.49900
7 O -5.53526 2.69227 4.42825
8 C -3.49924 3.92668 4.21046
9 S -2.14929 4.30317 3.06886
10 O -2.39475 5.61273 2.57617
11 O -0.88097 4.19566 3.70077
12 O -2.28913 3.31255 1.81198
13 H -2.25331 1.28342 6.52616
14 H -0.47966 1.73483 2.65018
15 H -1.40086 0.21354 2.63376
16 H -2.64669 1.42304 1.22319
17 H -3.96447 0.94395 3.54928
18 H -4.66008 1.49640 2.06830
19 H -5.00453 3.63866 2.73324
20 H -5.17243 2.02076 5.01103
21 H -3.97646 4.86862 4.44931
22 H -3.13179 3.51512 5.14207
23 C -2.31260 0.23545 -2.27248
24 C -1.04328 -0.21662 -1.57085
25 C 0.01284 -0.66403 -2.57075
26 O -1.35226 -1.28726 -0.67731
27 H -2.75278 -0.57986 -2.85302
28 H -3.06181 0.54405 -1.54086
29 H -2.11633 1.07120 -2.94540
30 H -0.65468 0.60137 -0.96099
31 H -0.34559 -1.51277 -3.16043
32 H 0.91510 -0.99486 -2.05831
33 H 0.27492 0.14754 -3.25255
34 H -1.69759 -2.02009 -1.19689
35 C 0.78655 -4.01736 -0.05213
36 C 2.14784 -3.86642 -0.71110
37 C 3.27061 -4.18332 0.26411
38 O 2.30343 -2.53334 -1.20791
39 H 0.68416 -3.32534 0.78743
40 H -0.00817 -3.78082 -0.75886
41 H 0.63717 -5.03415 0.31470
42 H 2.21277 -4.53042 -1.57397
43 H 3.24743 -3.49563 1.11401
44 H 4.24151 -4.06515 -0.21848
45 H 3.19054 -5.20378 0.64135
46 H 2.25133 -1.93050 -0.45807
47 C 4.55761 0.61750 -3.38730
48 C 5.09149 -0.56365 -4.18428
49 C 4.17163 -0.90447 -5.34743
50 O 5.23212 -1.69660 -3.33167
51 H 3.57702 0.38239 -2.96333
52 H 5.22200 0.84710 -2.55345
53 H 4.46169 1.50738 -4.01204
54 H 6.08817 -0.33054 -4.56165
55 H 3.17942 -1.18503 -4.98262
56 H 4.56171 -1.75613 -5.90593
57 H 4.06464 -0.05926 -6.02978
58 H 4.35916 -1.91966 -2.98430